(1)
The following is a quantum chemistry calculation of a cluster of 3 separate species, C3H7OS in total at a distorted geometry, from the OMol25 dataset.

Computed properties:
ΔE to the lowest compared entry with this formula, charge and spin   4.999 eV
HOMO energy   -3.3267 eV
Kohn-Sham gap   5.61 eV
Strongest force on any atom   1.591 eV Å⁻¹

```
! RIJCOSX wB97M-V def2-TZVPD def2/J DEFGRID3
* xyz -1 1
C -0.821 -0.383 -1.014
O -2.966 0.133 0.411
C -0.044 0.405 0.716
C 0.199 -0.627 -0.131
S 3.555 0.090 0.035
H -1.922 -0.154 -0.703
H -0.469 -0.108 -2.011
H -0.996 0.833 1.008
H 0.845 0.940 1.036
H 1.172 -1.019 -0.392
H -3.404 -0.505 0.979
H 4.853 0.394 0.066
*
```



(2)
The following is a quantum chemistry calculation of a cluster of 2 separate species, C3H7OS in total at a distorted geometry, from the OMol25 dataset.

Computed properties:
ΔE to the lowest compared entry with this formula, charge and spin   0.000 eV
HOMO energy (alpha / beta)   -9.5436 / -9.5411 eV
Kohn-Sham gap (alpha / beta)   10.42 / 7.85 eV
Strongest force on any atom   1.398 eV Å⁻¹

```
! RIJCOSX wB97M-V def2-TZVPD def2/J DEFGRID3
* xyz 0 2
C 1.075 -1.304 0.398
C 0.767 0.052 0.183
O 0.526 0.840 1.107
C 0.833 0.584 -1.237
H 1.417 -1.908 -0.424
H 0.994 -1.738 1.386
H -1.787 0.913 1.086
H 0.965 -0.223 -1.952
H -0.090 1.125 -1.452
H 1.645 1.306 -1.330
S -2.992 0.540 0.588
H -3.354 -0.189 1.646
*
```



(3)
The following is a quantum chemistry calculation of the ion C3H7OS2 with charge -1 at a distorted geometry, from the OMol25 dataset.

Computed properties:
ΔE to the lowest compared entry with this formula, charge and spin   2.194 eV
HOMO energy   -2.4788 eV
Kohn-Sham gap   5.03 eV
Strongest force on any atom   4.470 eV Å⁻¹
Structure (SMILES)   [O-]CCCSS

```
! RIJCOSX wB97M-V def2-TZVPD def2/J DEFGRID3
* xyz -1 1
C -0.279 -1.285 1.092
C 0.561 -2.149 0.058
O 1.834 -2.520 0.458
C 0.125 0.203 1.095
S -1.054 1.140 0.348
S -0.114 1.606 -1.598
H -1.404 -1.261 0.926
H -0.073 -1.780 2.084
H 0.648 -1.443 -0.836
H -0.176 -2.974 -0.162
H 0.449 0.403 2.079
H 1.115 0.339 0.581
H 1.007 2.331 -1.806
*
```



(4)
The following is a quantum chemistry calculation of a structure of composition C3H7PS at a distorted geometry, from the OMol25 dataset.

Computed properties:
ΔE to the lowest compared entry with this formula, charge and spin   3.167 eV
HOMO energy   -9.0137 eV
Kohn-Sham gap   9.00 eV
Strongest force on any atom   6.356 eV Å⁻¹

```
! RIJCOSX wB97M-V def2-TZVPD def2/J DEFGRID3
* xyz 0 1
C 0.525 1.523 -0.022
C 0.347 -0.365 0.546
C -0.395 -0.933 -0.591
P -0.860 2.372 -0.533
S -0.388 -2.753 -1.146
H 1.494 1.960 0.242
H 0.005 -0.492 1.496
H 1.366 -0.624 0.529
H -0.199 -0.504 -1.586
H -1.429 -0.790 -0.245
H -0.242 3.600 -0.530
H -0.467 -2.437 -2.448
*
```



- Number 1 is which compound?
  C3H7OS



- Among the records above, which one has the lowest strongest force on any atom?
  number 2